(1)
6
Properties=species:S:1:pos:R:3 method="wB97M-V/def2-TZVPD" smiles="O=C=S.C#N" homo_ev=-9.42 homo_lumo_gap_ev=9.913
C -2.26875 0.41978 0.34307
C 2.22034 -0.67875 -0.09065
N -1.40842 -0.14095 -0.21256
O 3.15747 -1.29182 -0.21596
S 0.99404 0.48216 -0.07709
H -2.69469 1.20957 0.25317

=====

(2)
6
Properties=species:S:1:pos:R:3 method="wB97M-V/def2-TZVPD" homo_ev="-26.08 / -28.54" spin_multiplicity=7 homo_lumo_gap_ev="7.415 / 5.797" charge=+3
O 1.06244 0.47648 0.14791
O -1.75396 0.38625 0.05346
C 1.09319 -0.70977 0.01911
C -2.02114 -0.71926 -0.06420
H 1.91855 -1.30700 -0.42504
Ru -0.29907 1.87330 0.26876

=====

(3)
7
Properties=species:S:1:pos:R:3 method="wB97M-V/def2-TZVPD" homo_ev=-2.71 homo_lumo_gap_ev=6.264 charge=-1
C -2.24670 -0.36174 0.13217
C 1.50092 -0.07665 0.87409
O -2.44458 0.78372 0.23537
O -2.27883 -1.51230 0.09872
S 0.32653 -0.45792 -0.27850
S 2.82037 0.92545 0.07917
H 2.32229 0.69944 -1.14102

=====

(4)
7
Properties=species:S:1:pos:R:3 method="wB97M-V/def2-TZVPD" homo_ev="-2.53 / -4.61" spin_multiplicity=3 homo_lumo_gap_ev="5.731 / 6.315" charge=-1
C 0.69570 -0.88960 0.13841
C -0.23455 0.33679 0.08656
O 1.70095 -0.70762 0.81620
O 0.30788 -1.78275 -0.62117
S -0.44106 0.91437 -1.57977
S -1.93022 0.42507 -0.18439
H -0.09870 1.70374 1.34418

=====

(5)
7
Properties=species:S:1:pos:R:3 method="wB97M-V/def2-TZVPD" smiles="O=COC([O-])=S" homo_ev=-4.09 homo_lumo_gap_ev=7.839 charge=-1
C 0.94845 -0.55588 0.70987
C -0.94021 0.72452 -0.73599
O -0.14138 0.18703 0.58190
O -0.46870 1.67304 -1.24075
O 1.92210 -0.73390 -0.01755
S -2.17255 -0.28342 -1.05767
H 0.85229 -1.01138 1.76019

=====

(6)
7
Properties=species:S:1:pos:R:3 method="wB97M-V/def2-TZVPD" homo_ev="-23.86 / -27.93" spin_multiplicity=2 homo_lumo_gap_ev="5.397 / 9.466" charge=+3
O 0.07340 1.36374 0.70759
O 1.62420 -1.24819 1.62099
O -0.61402 0.10233 -0.72686
C 0.88973 -0.82081 0.83742
C -0.15121 0.14028 0.53116
Sc -1.38618 -0.92922 -2.32472
H -0.43592 1.39187 -0.64559

=====

(7)
7
Properties=species:S:1:pos:R:3 method="wB97M-V/def2-TZVPD" homo_ev="-19.56 / -18.61" spin_multiplicity=3 homo_lumo_gap_ev="8.698 / 7.035" charge=+2
O 0.72358 0.31568 -0.21186
O -1.31957 -0.34488 0.29145
O -0.91293 1.86307 0.03453
C -0.78488 -1.55048 0.17699
C -0.43508 0.76570 0.08103
H -0.12201 -1.57466 -0.71847
Tm 2.85089 0.52558 0.34634

=====

(8)
9
Properties=species:S:1:pos:R:3 method="wB97M-V/def2-TZVPD" homo_ev="-2.96 / -4.36" spin_multiplicity=3 homo_lumo_gap_ev="6.215 / 6.868" charge=-1
C -0.49933 -2.10050 -0.19914
C 0.15088 0.23878 0.34988
O -0.26066 -2.54913 0.84203
O -0.76305 -1.83702 -1.30427
O 1.32999 2.69768 -0.05824
O 2.28470 0.71521 -1.13181
S -1.14007 1.20307 1.02726
S 1.02685 1.43089 -0.72595
H -2.12931 0.20102 1.20025

=====

(9)
4
Properties=species:S:1:pos:R:3 method="wB97M-V/def2-TZVPD" smiles=IC#CI homo_ev=-9.23 homo_lumo_gap_ev=9.268
C -0.60090 0.00031 -0.00016
C 0.60088 0.00051 0.00016
I -2.61457 -0.00041 0.00000
I 2.61459 -0.00041 0.00000

=====

(10)
8
Properties=species:S:1:pos:R:3 method="wB97M-V/def2-TZVPD" homo_ev="-10.93 / -10.97" homo_lumo_gap_ev="5.928 / 6.244"
C 0.53209 1.57870 -0.00295
C 0.18515 0.19233 -0.03404
N 0.99066 2.62462 0.03169
N 0.87267 -0.91435 -0.02797
N -1.15871 -0.22667 -0.01032
N 0.06962 -1.95440 0.01117
N -1.15736 -1.52445 0.05519
I -3.90150 0.06630 -0.01755

=====

(11)
4
Properties=species:S:1:pos:R:3 method="wB97M-V/def2-TZVPD" smiles=N#CC#N homo_ev=-12.77 homo_lumo_gap_ev=12.409
C 0.03368 -0.41946 -0.54352
C 0.09968 0.26400 0.64794
N -0.06111 -0.87585 -1.60555
N -0.07224 1.03132 1.50113

=====

(12)
8
Properties=species:S:1:pos:R:3 method="wB97M-V/def2-TZVPD" homo_ev=-5.03 homo_lumo_gap_ev=9.149 charge=-1
C 1.32903 0.90025 -1.34695
C 0.60634 0.73298 0.00188
N 1.59403 1.40808 -2.34720
N -0.86118 -2.17143 0.20048
N -1.33997 -1.48477 0.91434
O -0.46691 1.41899 0.04600
O 1.03655 -0.00884 0.90852
O -1.89789 -0.79526 1.62293

=====

(13)
10
Properties=species:S:1:pos:R:3 method="wB97M-V/def2-TZVPD" smiles="N#CC1([N+](=O)[O-])N=NN=N1" homo_ev=-11.99 homo_lumo_gap_ev=9.452
C -0.35448 -1.62730 0.49496
C 0.05350 -0.17012 0.01457
N -0.67054 -2.60821 0.97336
N 0.76315 -0.14628 -1.29569
N 1.02847 0.53118 0.84050
N 1.76281 0.49232 -1.17487
N 1.94950 0.89074 0.14812
N -1.25150 0.68554 0.01765
O -1.08415 1.69212 -0.58741
O -2.19674 0.26002 0.56879

=====

(14)
7
Properties=species:S:1:pos:R:3 method="wB97M-V/def2-TZVPD" smiles="O=C([O-])N1OC1=O" homo_ev=-5.49 homo_lumo_gap_ev=9.703 charge=-1
C 1.07133 0.08171 0.02999
C -1.16636 -0.24886 -0.01246
N 0.15054 0.26356 -0.84271
O -1.42827 -1.34323 -0.36163
O 1.90430 -0.78908 0.55036
O -1.48172 0.59288 0.76223
O 0.95018 1.44303 -0.12578

=====

(15)
9
Properties=species:S:1:pos:R:3 method="wB97M-V/def2-TZVPD" homo_ev=-0.52 homo_lumo_gap_ev=6.183 charge=-2
C 0.21229 1.08486 -0.24615
C -2.03782 1.25592 1.35139
O -0.57852 0.67976 0.74712
O 0.92191 -1.94506 -1.62335
O 0.08126 2.12156 -0.91366
O 1.26420 0.28191 -0.37585
O 2.23258 -2.05072 0.30441
S -3.04077 0.11031 0.94522
S 0.94487 -1.53855 -0.18912

=====

(16)
4
Properties=species:S:1:pos:R:3 method="wB97M-V/def2-TZVPD" homo_ev=-9.87 homo_lumo_gap_ev=7.898
C -0.13318 0.00823 -0.01744
C -1.19990 -0.71706 0.00535
O 0.84627 1.02057 0.01019
S 1.51269 -0.49294 0.00026

=====

(17)
74
Properties=species:S:1:pos:R:3 method="wB97M-V/def2-TZVPD" homo_ev=-8.04 homo_lumo_gap_ev=6.796
Pb 0.32992 -0.72460 -0.15997
Cl 1.65202 2.12671 -7.28666
C 1.33057 1.80180 -5.61240
C 0.64510 2.75994 -4.84895
C 0.38849 2.51247 -3.53098
Cl -0.45681 3.68566 -2.57996
C 0.78304 1.30212 -2.86371
O 0.53301 1.15396 -1.62607
C 1.46772 0.35088 -3.68671
C 1.92742 -0.91442 -3.19128
O 1.72047 -1.44222 -2.09682
C 1.73759 0.63267 -5.04205
H 0.32952 3.68878 -5.30346
H 2.54787 -1.47680 -3.91209
H 2.26990 -0.10427 -5.63156
N -3.49582 -2.64791 -1.47234
C -2.73402 -3.69023 -1.96894
C -3.06604 -4.93403 -2.49013
C -2.01528 -5.73204 -2.89610
C -0.68213 -5.31157 -2.78687
C -0.35299 -4.07621 -2.27095
C -1.40362 -3.25838 -1.86061
N -1.39131 -1.99000 -1.30707
C -2.64707 -1.66459 -1.08869
C -3.01759 -0.38524 -0.51222
C -4.25725 0.12267 -0.26109
S -4.11915 1.68742 0.41191
C -2.40763 1.56341 0.31935
N -1.98710 0.44905 -0.17064
H -4.49284 -2.64375 -1.35294
H -4.09387 -5.26319 -2.56912
H -2.22557 -6.71080 -3.30651
H 0.10441 -5.98312 -3.10417
H 0.66733 -3.73734 -2.15659
H -5.22313 -0.32103 -0.43969
H -1.75758 2.36661 0.63447
F 0.88847 -0.65817 4.14560
C -0.37270 -1.00000 4.39940
F -1.12065 0.11402 4.43978
F -0.42555 -1.58738 5.59088
S -1.05216 -2.15198 3.10801
O -1.24460 -1.35501 1.91063
O -2.24299 -2.67454 3.69884
N 0.15661 -3.15757 3.07627
S 0.60142 -3.95906 1.80094
O 1.72367 -4.78151 2.08920
O 0.63424 -3.18433 0.57706
C -0.81681 -5.12204 1.46842
F -1.89511 -4.40213 1.10908
F -0.50741 -5.94230 0.46385
F -1.12359 -5.84915 2.53515
N 3.39092 -0.55827 1.08666
C 3.46030 0.58171 1.17185
C 3.72488 2.02848 1.30241
C 4.60420 2.17140 2.49728
N 5.24971 2.24495 3.44064
C 4.48467 2.44843 0.10062
N 5.08931 2.74826 -0.82456
O 3.85166 4.93749 2.05675
S 2.68525 4.56715 1.32830
O 2.55645 4.93023 -0.03935
N 2.52208 2.84403 1.46447
C 1.27789 2.42399 1.89919
O 0.86206 1.29123 1.93558
C 0.51851 3.61501 2.35555
C -0.70918 3.56003 2.99261
C -1.26799 4.74557 3.45045
C -0.60626 5.95662 3.27974
C 0.62896 6.01253 2.64451
C 1.16605 4.82780 2.19274
H -1.18739 2.60062 3.14637
H -2.22283 4.72635 3.95813
H -1.05242 6.86985 3.64879
H 1.16273 6.94524 2.51979

=====

(18)
64
Properties=species:S:1:pos:R:3 method="wB97M-V/def2-TZVPD" homo_ev="-4.07 / -3.86" spin_multiplicity=2 homo_lumo_gap_ev="6.328 / 4.822" charge=-1
Re -0.75376 1.18545 -0.23024
C -1.64502 -5.71465 -0.31098
C -1.02942 -4.34037 -0.39161
C 0.11339 -4.00359 0.32886
C 0.61948 -2.71722 0.29752
C 0.03608 -1.70388 -0.46510
N 0.52936 -0.38600 -0.45773
C 1.91975 -0.24476 -0.56944
C 2.64391 -1.17163 -1.33272
C 4.01639 -1.16987 -1.43380
C 4.76428 -0.21568 -0.75246
C 6.26960 -0.17982 -0.83022
C 4.06640 0.72693 -0.02375
C 2.67009 0.76687 0.04913
N 2.11058 1.87913 0.77857
C 2.80934 2.92755 1.28284
C 1.92616 3.80187 1.84949
C 0.66904 3.22349 1.64537
N 0.78292 2.07155 0.99910
C -1.10294 -2.05274 -1.18379
C -1.62863 -3.33683 -1.13283
N -1.76735 -1.10995 -2.02822
C -2.40594 -1.39123 -3.18628
C -2.94796 -0.22838 -3.66316
C -2.57916 0.75011 -2.73185
N -1.87111 0.21469 -1.74534
H -0.96008 -6.42154 0.15878
H -1.89928 -6.10175 -1.30003
H -2.56332 -5.70502 0.28187
H 0.59877 -4.75189 0.94657
H 1.50007 -2.46842 0.87851
H 2.07408 -1.92787 -1.85817
H 4.51062 -1.91826 -2.04442
H 6.67983 -1.18095 -0.97408
H 6.70435 0.23190 0.08235
H 6.61443 0.43785 -1.66392
H 4.64514 1.45474 0.52282
H 3.87439 2.99896 1.19039
H 2.15130 4.74153 2.32337
H -0.31155 3.58080 1.90270
H -2.55728 -3.54433 -1.65287
H -2.39411 -2.38741 -3.59228
H -3.50988 -0.09341 -4.57119
H -2.76645 1.81032 -2.71992
S -2.25245 3.08747 -0.37314
C -1.34396 4.25393 -1.31093
C -1.89881 5.58763 -1.40943
N -2.34008 6.64924 -1.47824
C -0.20830 3.94404 -1.96516
S 0.50124 2.35082 -1.94755
C 0.47981 4.94024 -2.75912
N 1.05189 5.70244 -3.40459
Cl -3.86953 -0.16586 6.41637
C -3.30277 -0.16283 4.78651
C -3.50526 -1.32897 3.97607
Cl -4.31119 -2.69358 4.65662
C -3.06295 -1.36990 2.67913
Cl -3.29742 -2.75084 1.67668
C -2.38034 -0.25894 2.10161
O -1.96544 -0.26633 0.91213
C -2.18837 0.94314 2.91600
O -1.63129 1.90544 2.37879
C -2.67171 0.93445 4.27737
Cl -2.40961 2.36209 5.19906

=====

(19)
63
Properties=species:S:1:pos:R:3 method="wB97M-V/def2-TZVPD" homo_ev="-3.93 / -3.67" homo_lumo_gap_ev="5.768 / 5.459" charge=-1
In -0.15644 -0.01899 0.11448
Cl 2.51537 2.85318 -5.60471
C 2.06320 2.66392 -3.93883
C 2.01585 1.37049 -3.41720
C 1.66313 1.19164 -2.08175
N 1.52494 0.11293 -1.27962
C 2.13573 -1.01252 -1.69409
O 3.06562 -1.18961 -2.49208
C 1.56383 -2.22498 -1.06371
C 1.98328 -3.49476 -1.45364
C 1.37623 -4.60645 -0.87475
C 0.37488 -4.41123 0.06983
C 0.02847 -3.10853 0.39529
N 0.60134 -2.02251 -0.14746
C 1.34558 2.26352 -1.29370
C 1.38466 3.56121 -1.79087
C 1.74880 3.76203 -3.12294
Cl 1.79527 5.39339 -3.71646
N 1.06653 1.70343 -0.11228
C 0.70774 2.46381 0.93508
O 0.53529 3.68924 1.00758
C 0.50600 1.69809 2.22251
C 0.39813 2.42208 3.41144
C 0.22293 1.73959 4.61405
C 0.16389 0.35196 4.60009
C 0.27423 -0.29277 3.37907
N 0.42719 0.34236 2.20625
H 2.25434 0.51055 -4.02982
H 2.75705 -3.59421 -2.20540
H 1.67860 -5.60451 -1.16855
H -0.12857 -5.24637 0.53805
H -0.74754 -2.88523 1.11890
H 1.13981 4.39572 -1.14743
H 0.46147 3.50395 3.38555
H 0.14395 2.29164 5.54304
H 0.04061 -0.21593 5.51240
H 0.24675 -1.37345 3.29889
O -4.02580 1.45022 -0.17899
C -2.89222 1.00044 -0.33476
N -2.10481 0.29816 0.47054
C -2.66688 -0.43981 1.42619
O -3.79601 -0.37328 1.91435
C -1.73562 -1.49094 1.97677
C -2.12817 -2.21601 3.09965
C -1.26768 -3.18577 3.60803
C -0.04666 -3.40452 2.98052
C 0.26411 -2.64337 1.86410
N -0.54368 -1.69921 1.34675
C -2.17709 1.27129 -1.60938
C -2.73531 2.09272 -2.58126
C -2.00490 2.32535 -3.74231
C -0.75504 1.72995 -3.88753
C -0.28574 0.91862 -2.86320
N -0.96436 0.67098 -1.72806
H -3.08840 -2.01700 3.56272
H -1.55296 -3.75899 4.48358
H 0.64710 -4.14956 3.34973
H 1.20322 -2.77502 1.33655
H -3.71064 2.53645 -2.41878
H -2.40812 2.96604 -4.51901
H -0.15793 1.89305 -4.77635
H 0.68165 0.43145 -2.92818
H -0.92620 1.58604 0.43114